A cluster of 8 separate species, C8H24O12 in total at a distorted geometry, computed with ωB97M-V/def2-TZVPD.

```
44
Properties=species:S:1:pos:R:3:lowdin_charge:R:1
O 2.328 -0.769 3.626 -0.042
O 4.456 -0.351 1.747 -0.041
O 2.000 2.150 2.393 -0.045
O 4.595 2.376 1.508 -0.045
O 3.432 -1.389 -1.065 -0.051
O -3.071 -0.213 -4.479 0.096
O -4.107 -1.872 1.217 0.070
O 1.593 0.287 0.273 -0.056
O -3.575 0.357 1.000 0.049
O -5.615 -0.254 1.815 0.181
O -4.501 -1.461 -3.266 0.129
O -2.589 -0.588 -2.298 0.040
C -2.334 -0.326 0.684 -0.274
C -1.423 0.081 1.787 -0.043
C -3.444 -0.843 -3.384 -0.507
C -1.769 0.432 -4.278 -0.062
C -0.214 0.116 -2.425 -0.040
C -2.816 -1.849 0.713 -0.108
C -4.566 -0.572 1.382 -0.478
C -1.668 0.443 -2.772 -0.315
H -2.130 -2.477 1.282 0.129
H 2.729 -0.740 -1.044 -0.010
H -1.100 1.109 1.621 0.089
H -2.727 -2.258 -0.294 0.118
H 3.244 -0.840 3.897 0.038
H 0.014 -0.929 -2.635 0.099
H -1.696 0.094 2.842 0.105
H 4.988 1.503 1.533 0.010
H 5.328 2.964 1.328 0.053
H 3.641 -0.749 2.055 0.007
H -1.848 1.397 -2.277 0.156
H 0.825 0.433 0.825 -0.006
H -0.535 -0.546 1.705 0.080
H -0.875 0.153 -4.836 0.138
H -1.827 -0.087 -0.251 0.103
H 1.427 2.913 2.468 0.051
H 2.828 2.503 2.068 -0.004
H 4.828 -0.999 1.149 0.053
H 3.146 -2.033 -1.713 0.033
H -1.881 1.506 -4.424 0.133
H 0.576 0.851 -2.581 0.105
H 2.339 0.445 0.851 0.005
H -0.158 -0.136 -1.366 0.042
H 2.152 0.172 3.619 0.016
```

The structure (SMILES) is C[C@H]1COC(=O)O1.C[C@H]1COC(=O)O1.O.O.O.O.O.O. The calculation puts the electronic energy at -33254.85211 eV. As for the gap between HOMO and LUMO: 11.12 eV. The calculation puts the HOMO energy at -10.93 eV. Its relative energy (zero: lowest compared OMol25 entry of this formula, charge and spin) is 0.00 kJ/mol.

A structure of composition C24H56AsF6N8O8 at a distorted geometry, computed with ωB97M-V/def2-TZVPD.

```
103
Properties=species:S:1:pos:R:3:lowdin_charge:R:1
As -0.235 0.118 0.786 0.952
F 0.521 1.804 1.167 -0.345
F 1.174 -0.717 1.622 -0.337
F -0.906 -1.468 0.393 -0.301
F 0.664 0.137 -0.796 -0.329
F -0.952 0.229 2.488 -0.341
F -1.630 0.869 0.006 -0.298
O 5.131 1.651 5.168 0.009
O 0.370 -3.548 -8.136 0.026
O 2.562 -9.149 3.220 0.057
O -6.941 -3.867 -2.062 0.059
O -10.125 4.795 -1.264 0.011
O -0.004 4.402 7.111 -0.014
O 6.297 2.620 -0.979 0.011
O 1.334 5.938 -2.661 0.059
N 6.201 0.473 -1.588 0.006
N -8.869 4.720 -3.083 -0.010
N 4.621 -0.208 6.292 -0.014
N 1.876 -10.236 1.375 -0.004
N 0.087 6.464 -4.403 0.009
N -0.924 -1.778 -7.906 0.020
N -0.953 2.562 8.067 0.007
N -5.786 -2.425 -0.802 0.007
C 1.908 4.903 -4.632 -0.013
C 6.796 1.642 -1.567 -0.567
C -7.594 4.705 -3.792 -0.073
C -0.884 7.270 -3.613 -0.069
C 6.605 -0.681 -2.391 -0.065
C 6.796 -0.130 5.106 -0.008
C 1.144 5.838 -3.864 -0.619
C 5.001 -1.386 6.946 -0.123
C -5.499 -2.419 -3.170 -0.006
C 8.267 1.723 -1.961 -0.014
C 1.843 -7.856 1.365 -0.013
C 5.487 0.498 5.511 -0.513
C 0.125 -2.496 -7.576 -0.607
C -6.191 -2.948 -1.970 -0.628
C -9.106 4.393 -1.801 -0.516
C 2.145 -9.102 2.082 -0.585
C -8.069 3.558 -0.911 0.013
C -0.900 1.647 9.238 -0.066
C 2.001 -11.532 2.028 -0.092
C -1.449 -0.435 -7.615 -0.070
C 1.015 -2.022 -6.431 0.010
C -6.210 -2.910 0.541 -0.046
C -0.542 4.643 9.392 -0.025
C -0.543 3.837 8.126 -0.518
H 2.987 -11.737 2.445 0.082
H -6.029 -3.976 0.679 0.076
H -1.117 2.119 7.174 0.143
H -9.579 5.131 -3.671 0.137
H -7.035 3.560 -1.257 0.051
H 7.687 -0.807 -2.370 0.073
H 5.750 -1.024 7.650 0.083
H -0.540 8.268 -3.341 0.080
H 1.650 3.848 -4.545 0.102
H -6.761 4.594 -3.098 0.076
H -1.574 -0.272 -6.545 0.079
H 7.451 0.605 4.639 0.086
H 8.837 1.073 -1.296 0.079
H -7.292 -2.785 0.597 0.081
H -5.154 -3.308 -3.698 0.088
H 5.247 0.506 -1.259 0.155
H -0.967 5.615 9.141 0.085
H -1.745 1.849 9.897 0.074
H -1.340 6.636 -2.853 0.089
H -4.943 -1.871 -0.862 0.124
H 6.578 -0.828 4.298 0.093
H 8.319 1.253 -2.943 0.065
H 1.965 -7.960 0.287 0.080
H 1.194 -10.213 0.631 0.130
H -6.075 -1.942 -3.963 0.083
H -0.813 0.400 -7.909 0.077
H 8.716 2.706 -1.823 0.083
H -8.086 3.872 0.133 0.075
H 0.053 1.839 9.731 0.082
H 2.592 -7.078 1.506 0.090
H -0.002 6.603 -5.399 0.123
H 7.179 -0.610 6.006 0.067
H 6.150 -1.510 -1.850 0.089
H -1.432 -2.239 -8.648 0.136
H 1.750 5.093 -5.693 0.073
H 0.896 -7.446 1.715 0.097
H 5.485 -2.036 6.218 0.080
H -7.589 5.738 -4.141 0.082
H 4.360 -2.040 7.537 0.089
H 1.909 -2.623 -6.599 0.079
H 1.748 -12.322 1.321 0.078
H -5.561 -2.383 1.240 0.086
H -4.670 -1.809 -2.810 0.076
H -7.577 3.989 -4.613 0.080
H 1.310 -0.978 -6.537 0.076
H -1.810 7.545 -4.118 0.065
H 2.921 5.162 -4.321 0.101
H -1.141 4.230 10.204 0.062
H 3.696 0.191 6.219 0.152
H -8.350 2.505 -0.918 0.073
H 0.429 -2.324 -5.563 0.095
H 6.244 -0.515 -3.407 0.086
H 1.355 -11.632 2.900 0.080
H 0.413 4.835 9.882 0.085
H -2.473 -0.247 -7.936 0.080
H -0.872 0.620 8.876 0.083
```

The calculation puts the electronic energy at -131245.09946 eV. As for the gap between HOMO and LUMO: 9.09 eV. The calculation puts the HOMO energy at -7.30 eV. Its total charge is -1. Its relative energy (zero: lowest compared OMol25 entry of this formula, charge and spin) is 588.11 kJ/mol.

A structure of composition C8H9NS2Ti at a distorted geometry, computed with ωB97M-V/def2-TZVPD.

```
21
Properties=species:S:1:pos:R:3:lowdin_charge:R:1
Ti 0.973 0.667 -0.435 1.079
S 3.523 -1.223 2.084 1.208
S 1.619 1.198 1.681 0.836
N 1.812 -0.997 0.168 -0.176
C 2.311 -2.817 -1.362 0.013
C 4.526 -3.804 -0.955 0.005
C 2.440 -2.210 -0.105 -0.284
C 3.395 -3.596 -1.775 -0.011
C 4.616 -3.189 0.300 -0.032
C 3.572 -2.380 0.715 -0.382
C 2.193 -0.412 1.363 -0.978
C -1.735 0.652 0.320 0.008
H 1.273 2.203 -0.561 -0.015
H 1.412 -2.590 -1.959 0.132
H 5.348 -4.430 -1.309 0.138
H -0.804 -0.105 0.263 0.023
H 5.491 -3.288 0.946 0.137
H 3.335 -4.093 -2.735 0.127
H -1.416 1.660 0.249 0.008
H -2.147 0.654 1.332 0.083
H -2.445 0.486 -0.508 0.080
```

The calculation puts the electronic energy at -54697.14926 eV. As for the gap between HOMO and LUMO (alpha / beta): 5.84 / 5.84 eV. The calculation puts the HOMO energy (alpha / beta) at -16.38 / -16.38 eV. Its total charge is +2. Its relative energy (zero: lowest compared OMol25 entry of this formula, charge and spin) is 0.00 kJ/mol.